Record 1
Here is 13 unconnected molecules or ions with the total composition C39H90BF13N9O15 at a distorted geometry from OMol25. Energies are from ωB97M-V with the def2-TZVPD basis set.

```
! wB97M-V def2-TZVPD RIJCOSX def2/J DEFGRID3
* xyz 5 1
C -5.7409 5.7260 0.1714
C -5.3408 5.4519 1.6207
O -5.2690 4.3428 2.1020
N -4.9687 6.7322 2.3515
H -4.7253 7.4996 1.7416
H -5.7224 7.1500 2.8781
C -3.7919 6.4796 3.3902
H -6.3664 4.9796 -0.3183
H -4.8519 5.8582 -0.4453
H -6.3285 6.6268 -0.0058
H -2.8609 6.1002 2.9691
H -4.0705 5.7065 4.1064
H -3.6402 7.4393 3.8841
C 5.0631 5.6768 -3.0229
C 5.7139 4.4121 -3.3583
O 6.6593 3.9407 -2.7138
N 5.0983 3.7264 -4.5877
H 4.6996 4.3783 -5.2482
H 5.8594 3.3217 -5.1140
C 3.9736 2.7427 -4.0775
H 4.2301 5.5070 -2.3408
H 4.8324 6.3427 -3.8544
H 5.8354 6.2123 -2.4707
H 3.5861 2.1906 -4.9337
H 3.1717 3.2506 -3.5416
H 4.3071 1.9314 -3.4305
C -8.2805 -3.0613 2.0734
C -8.9088 -4.2123 1.2155
O -8.2600 -5.1082 0.7270
N -10.3398 -3.9175 0.7611
H -10.7044 -3.2858 1.4597
H -10.5199 -3.3622 -0.0631
C -11.2163 -5.1769 0.7456
H -8.6619 -2.0879 1.7651
H -7.2085 -2.9531 1.9082
H -8.3826 -3.2791 3.1366
H -11.5911 -5.5592 1.6951
H -10.7729 -6.0012 0.1870
H -12.1883 -4.9986 0.2858
C 0.6556 -8.8843 0.3710
C 0.6537 -7.7138 1.3405
O -0.3628 -7.0582 1.5199
N 1.9097 -7.2716 1.9516
H 2.6602 -7.8526 1.6063
H 2.1877 -6.3458 1.6589
C 1.8879 -7.3253 3.4780
H 1.4781 -8.7734 -0.3356
H -0.2791 -8.9726 -0.1827
H 0.8693 -9.8787 0.7630
H 2.0858 -8.3622 3.7496
H 0.8767 -6.9811 3.6952
H 2.7644 -6.7604 3.7952
C 6.3820 -2.7762 11.9197
C 5.0607 -2.6076 11.1936
O 4.1928 -3.4479 11.0791
N 4.8787 -1.2652 10.5427
H 3.9225 -0.9541 10.6386
H 5.3947 -0.5237 10.9943
C 5.3302 -1.4035 9.0588
H 6.1728 -3.0276 12.9595
H 7.1863 -2.0461 11.8294
H 6.7561 -3.7508 11.6061
H 4.8037 -0.5972 8.5482
H 5.0103 -2.3417 8.6053
H 6.4168 -1.3649 8.9812
C 9.6181 9.8504 7.9853
C 8.3264 10.0718 7.2926
O 8.1526 11.0676 6.5011
N 7.2653 8.9902 7.4374
H 7.3900 8.2733 8.1378
H 6.3683 9.3880 7.6766
C 7.2130 8.1771 6.0509
H 9.7849 10.5838 8.7742
H 10.5025 9.9097 7.3509
H 9.6517 8.8655 8.4509
H 6.8561 8.8339 5.2576
H 6.4159 7.4467 6.1897
H 8.2340 7.8565 5.8437
C -7.5487 -4.8832 -6.9042
C -8.1244 -4.2684 -8.1222
O -7.4806 -3.7980 -9.0710
N -9.6066 -4.0503 -8.2009
H -10.1577 -4.8934 -8.2764
H -9.9876 -3.7868 -7.3034
C -10.1610 -2.9856 -9.1698
H -6.5614 -5.3346 -7.0016
H -8.2244 -5.6625 -6.5517
H -7.5816 -4.1630 -6.0867
H -11.1561 -2.6467 -8.8814
H -10.2254 -3.1743 -10.2414
H -9.6488 -2.0631 -8.8966
C 2.2289 -2.5507 -9.9275
C 1.8883 -3.6490 -8.9659
O 1.3179 -3.4089 -7.9031
N 2.1210 -5.1680 -9.3510
H 1.2333 -5.6496 -9.3378
H 2.4508 -5.1446 -10.3053
C 3.3062 -5.8418 -8.5828
H 2.6584 -1.7265 -9.3580
H 1.3757 -2.1624 -10.4836
H 3.0151 -2.7865 -10.6446
H 4.2138 -5.3066 -8.8619
H 3.1856 -6.8490 -8.9819
H 3.1714 -5.6638 -7.5159
C 10.0796 -1.3296 0.9797
C 10.3974 -2.6384 0.3547
O 11.5520 -3.0488 0.2357
N 9.1335 -3.4496 -0.1352
H 9.3713 -4.3998 0.1113
H 8.3723 -3.0136 0.3654
C 9.0286 -3.3135 -1.6687
H 11.0113 -0.7793 0.8482
H 9.8916 -1.3556 2.0531
H 9.4657 -0.7127 0.3235
H 9.2209 -2.3742 -2.1871
H 8.0335 -3.5966 -2.0120
H 9.7150 -4.0457 -2.0940
C 1.5965 -0.4764 1.4033
O 0.8330 -0.6143 0.2413
O 2.7749 -1.2016 1.2161
C 1.4767 1.0314 1.9229
F 1.2722 1.9133 0.8599
F 0.4819 1.3471 2.6946
F 2.6739 1.4694 2.5570
C -0.5845 -0.6125 0.3945
C -1.1961 -1.1734 -0.9324
H -0.9702 -0.6277 -1.8485
H -0.7651 -2.1500 -1.1530
H -2.2743 -1.3011 -0.8361
H -1.0656 0.3280 0.6631
H -0.9536 -1.2436 1.2029
H 1.1007 -1.0405 2.1933
C 1.5626 5.5118 -9.7551
O 0.7770 4.7515 -8.8030
O 2.7830 5.7524 -9.0676
C 1.4862 4.7969 -11.1626
F 0.4358 3.9944 -11.2833
F 1.3418 5.7283 -12.1531
F 2.5622 4.1306 -11.4653
C -0.6319 5.0098 -8.8082
C -1.2759 3.9164 -8.0620
H -1.1624 3.9073 -6.9780
H -2.3644 3.9152 -8.1194
H -1.0343 2.9546 -8.5145
H -1.1357 4.9959 -9.7747
H -0.8905 5.9439 -8.3094
H 1.1036 6.4991 -9.8062
C -2.7527 0.3669 8.9501
O -4.0454 0.7242 9.4732
O -1.8967 0.4280 10.1079
C -2.8486 -1.0466 8.1252
F -3.6349 -1.9227 8.6997
F -3.3771 -0.8275 6.8875
F -1.7121 -1.7111 7.9328
C -5.2295 0.8874 8.6170
C -6.3178 1.0754 9.6582
H -6.1922 0.3658 10.4760
H -6.2088 2.0594 10.1142
H -7.3509 1.0066 9.3176
H -5.5126 -0.0610 8.1603
H -5.2027 1.7123 7.9050
H -2.4800 1.1742 8.2705
B -10.2352 -0.3664 -3.9501
F -10.6740 -1.6908 -4.0184
F -10.1969 0.3454 -5.0247
F -11.0811 0.2143 -3.0050
F -8.9739 -0.2659 -3.4259
*
```

The calculation puts the maximum force at 0.141 hartree/bohr. Its highest occupied orbital energy is -9.94 eV. The electronic energy comes out at -121968.7750 eV.



Record 2
Here is 16 unconnected molecules or ions with the total composition C39H91BN2O19 at a distorted geometry from OMol25. Energies are from ωB97M-V with the def2-TZVPD basis set.

```
! wB97M-V def2-TZVPD RIJCOSX def2/J DEFGRID3
* xyz 0 1
C 4.5948 -0.3832 0.0043
C 4.0204 -0.0895 -1.4564
C 3.4912 1.4154 -1.4185
N 3.3226 1.9775 -2.7713
N 2.5042 3.1330 -2.7915
C 1.1253 2.9615 -3.2057
O 0.6974 2.6934 -4.2869
C 0.3579 3.2852 -1.8827
C -1.0001 3.0117 -1.4533
C -1.4322 3.4764 -0.1143
C -2.8909 3.1131 0.3008
O -3.4894 2.1753 -0.6363
C -4.7818 2.5965 -0.9729
C -4.9560 3.7649 -1.8474
C -6.2877 4.2610 -2.1864
C -6.3678 5.5316 -3.0990
C -7.4300 3.5571 -1.6234
C -7.2496 2.3632 -0.7806
C -5.9223 1.8334 -0.4226
C -5.7012 0.5644 0.4700
C -4.9946 -0.5194 -0.4659
C -7.0901 -0.1298 0.9106
C -0.5585 4.2304 0.7967
B -0.9575 4.7688 2.2575
O 0.1134 5.1109 3.1641
C -2.4394 5.0114 2.8044
C -2.7648 4.0175 4.0304
C 0.8418 4.4925 0.3265
C 1.2713 4.0082 -0.9699
C 2.6474 4.0893 -1.7183
O 3.5808 4.7739 -1.4205
H 4.5865 0.5239 0.6612
H 5.6505 -0.7581 -0.0155
H 3.9871 -1.1667 0.5351
H 4.8863 -0.1882 -2.1600
H 3.1998 -0.8277 -1.6431
H 2.5008 1.3616 -0.8697
H 4.2493 1.9753 -0.8047
H 2.9374 1.2592 -3.3935
H -1.6649 2.4610 -2.1530
H -2.9085 2.6287 1.3106
H -3.4856 4.0593 0.3216
H -4.0483 4.2905 -2.2317
H -7.4096 5.6622 -3.4746
H -5.6281 5.3625 -3.9325
H -5.9776 6.4276 -2.5413
H -8.4580 3.9279 -1.8337
H -8.1790 1.8894 -0.3998
H -5.0369 0.7625 1.3557
H -4.7538 -1.4626 0.0966
H -4.1051 -0.1183 -1.0084
H -5.7600 -0.7982 -1.2403
H -6.8444 -1.2310 0.9629
H -7.8820 -0.0316 0.1309
H -7.4187 0.1535 1.9422
H 0.4628 5.9416 2.7797
H -2.4372 6.0483 3.2609
H -3.2391 5.0276 2.0244
H -3.8045 3.6127 4.0079
H -2.6423 4.5989 4.9860
H -1.9641 3.2354 4.0388
H 1.5461 5.0602 0.9706
C -6.5731 1.3429 4.5646
O -6.0426 2.4040 3.7953
H -6.4175 1.5589 5.6202
H -7.6451 1.2504 4.3676
H -6.0616 0.4115 4.3061
H -6.1969 2.1830 2.8687
C -8.4803 4.5735 4.7165
O -9.3679 3.8069 5.5250
H -8.3025 4.0386 3.7861
H -8.9275 5.5459 4.4949
H -7.5310 4.7100 5.2416
H -9.5091 4.2986 6.3416
C 6.0940 0.8818 -5.4033
O 5.9513 2.1987 -4.8875
H 6.7229 0.9181 -6.2887
H 6.5642 0.2392 -4.6536
H 5.1118 0.4814 -5.6742
H 5.3890 2.1383 -4.1025
C 7.1851 -0.3074 3.0049
O 7.1748 -1.2756 1.9626
H 6.6664 0.5848 2.6577
H 6.6717 -0.7027 3.8851
H 8.2158 -0.0492 3.2618
H 7.6394 -2.0558 2.2934
C 4.0008 -4.2855 -0.6953
O 3.1474 -3.4878 -1.5021
H 4.7108 -3.6332 -0.1875
H 3.4107 -4.8260 0.0501
H 4.5479 -4.9965 -1.3212
H 2.5273 -4.0866 -1.9415
C 3.4217 -0.6688 3.4127
O 3.7001 0.7168 3.2752
H 4.2513 -1.2300 2.9836
H 3.3136 -0.9336 4.4681
H 2.5022 -0.9101 2.8724
H 2.9606 1.2076 3.6470
C 8.4333 -5.4108 1.3977
O 7.8628 -4.2507 1.9993
H 8.9918 -5.9571 2.1513
H 7.6397 -6.0499 1.0027
H 9.1089 -5.1153 0.5920
H 7.3731 -3.7850 1.3104
C 10.6884 -8.7759 1.9795
O 9.8432 -7.9779 1.1591
H 11.3937 -8.1232 2.4911
H 10.0899 -9.3115 2.7208
H 11.2402 -9.4896 1.3627
H 9.2291 -8.5745 0.7173
C 1.2188 -6.3108 -3.3514
O 0.6535 -5.1518 -2.7409
H 1.7870 -6.8623 -2.6032
H 0.4213 -6.9464 -3.7405
H 1.8853 -6.0102 -4.1622
H 0.1584 -4.6852 -3.4232
C 1.4028 3.1950 5.7070
O 1.5420 2.3140 4.6046
H 1.0176 2.6356 6.5580
H 2.3744 3.6227 5.9668
H 0.7013 3.9916 5.4507
H 1.8816 2.8364 3.8667
C 8.9819 0.0372 -8.1042
O 7.9180 -0.7401 -7.5683
H 9.6373 0.3387 -7.2889
H 9.5514 -0.5567 -8.8237
H 8.5819 0.9290 -8.5936
H 7.3521 -0.9950 -8.3052
C -7.0819 3.3155 8.5685
O -6.2403 3.0234 7.4612
H -6.5629 3.0366 9.4840
H -7.3068 4.3856 8.5933
H -8.0103 2.7434 8.4914
H -6.7205 3.2785 6.6644
C -2.1794 -6.9902 -2.0924
O -2.2719 -7.8277 -3.2408
H -1.9144 -5.9846 -2.4110
H -3.1426 -6.9633 -1.5762
H -1.4060 -7.3723 -1.4217
H -2.5065 -8.7099 -2.9334
C -7.3348 1.8412 -4.9348
O -8.2267 1.0791 -4.1335
H -7.1626 1.3086 -5.8689
H -7.7759 2.8183 -5.1514
H -6.3842 1.9679 -4.4095
H -8.3619 1.5705 -3.3144
C 1.2853 -9.8919 -4.3757
O 1.8137 -8.7975 -5.1141
H 1.4745 -9.7213 -3.3170
H 0.2075 -9.9669 -4.5416
H 1.7737 -10.8198 -4.6841
H 1.6352 -8.9689 -6.0451
*
```

The calculation puts the maximum force at 0.059 hartree/bohr. Its highest occupied orbital energy is -8.37 eV. The electronic energy comes out at -84467.8614 eV.